DFT (ωB97M-V/def2-TZVPD) results for a 2-piece molecular cluster, C4H6Br2P2 overall.

Each line ends with the Mulliken charge.
Element x y z (Å)
1 C 0.50 -0.37 0.04  0.4474
2 C -0.40 0.41 -0.06  0.5499
3 C 1.55 -1.36 0.18  -1.4555
4 C -1.48 1.37 -0.22  -1.4206
5 P -2.34 -0.69 2.90  0.1211
6 P -1.40 -2.30 2.05  0.1273
7 Br -1.40 -0.21 4.85  -0.1469
8 Br 0.18 -3.01 3.42  -0.1340
9 H 1.19 -2.34 -0.12  0.3283
10 H 2.41 -1.09 -0.44  0.3268
11 H 1.89 -1.41 1.22  0.2947
12 H -1.62 1.93 0.70  0.3259
13 H -1.23 2.06 -1.02  0.3232
14 H -2.40 0.85 -0.47  0.3123

Relative energy (zero: lowest compared OMol25 entry of this formula, charge and spin)   0.533 eV
DFT total energy   -5986.70754 Ha
Strongest force on any atom   0.87 eV/A
Molar mass   275.848 g mol⁻¹



DFT (ωB97M-V/def2-TZVPD) results for a 2-piece molecular cluster, C4H9ClOSi overall.

Each line ends with the Mulliken charge.
Element x y z (Å)
1 C 2.72 -0.84 -0.59  -0.4826
2 C 1.47 -0.86 -0.92  -0.2859
3 C 0.22 0.20 1.88  -1.1306
4 C -0.19 0.34 0.38  0.3384
5 O -1.31 -0.25 0.00  -0.1047
6 Si -2.55 0.28 -0.84  0.4255
7 Cl 0.10 1.95 -0.36  -0.1809
8 H 3.38 -1.24 -1.28  0.2782
9 H 3.13 -0.59 0.35  0.2258
10 H 0.93 -0.91 -1.81  0.3371
11 H 1.25 0.40 1.93  0.3213
12 H -0.12 -0.74 2.02  0.3322
13 H -0.28 0.85 2.57  0.3702
14 H -3.09 -0.76 -1.49  -0.1636
15 H -2.11 1.17 -1.84  -0.1527
16 H -3.56 1.01 0.01  -0.1277

Relative energy (zero: lowest compared OMol25 entry of this formula, charge and spin)   6.384 eV
DFT total energy   -982.57489 Ha
Strongest force on any atom   5.17 eV/A
Molar mass   136.654 g mol⁻¹



DFT (ωB97M-V/def2-TZVPD) results for C33H57N4OP2Pb as an isolated structure.

Each line ends with the Mulliken charge.
Element x y z (Å)
1 C -2.61 1.05 -1.57  -0.4678
2 C -2.79 -1.21 -0.90  0.7449
3 C -3.77 0.96 -2.34  -0.7164
4 C -4.06 -1.28 -1.54  -0.9510
5 C -4.54 -0.20 -2.26  -0.9075
6 H -4.06 1.82 -2.93  0.5853
7 H -4.59 -2.22 -1.46  0.5604
8 H -5.49 -0.26 -2.79  0.4812
9 N -2.15 0.01 -0.86  0.8034
10 P -0.91 2.71 -0.01  0.0920
11 P -0.56 -2.66 0.25  0.6314
12 C -1.80 2.36 -1.58  -0.7891
13 H -1.07 2.29 -2.40  0.6546
14 H -2.47 3.19 -1.84  0.3700
15 C -2.20 -2.38 -0.34  -1.6223
16 H -2.87 -3.24 -0.29  0.4747
17 C 0.20 -3.67 -1.19  1.8653
18 C -0.71 -3.68 1.89  1.7353
19 C 0.65 3.74 -0.40  2.3560
20 C -2.25 3.58 1.01  1.5870
21 C 1.73 -3.54 -1.09  -1.1956
22 H 2.12 -3.92 -0.14  0.2955
23 H 2.18 -4.13 -1.91  0.5837
24 H 2.04 -2.49 -1.20  -0.1899
25 C -0.24 -5.14 -1.16  -1.8514
26 H 0.16 -5.69 -0.30  0.3341
27 H -1.34 -5.23 -1.18  0.4138
28 H 0.14 -5.62 -2.06  0.5386
29 C -0.28 -3.08 -2.53  -1.4126
30 H 0.19 -3.63 -3.35  0.6026
31 H -1.37 -3.16 -2.63  0.3523
32 H 0.00 -2.02 -2.62  0.0153
33 C 0.67 -4.23 2.26  -1.6335
34 H 1.41 -3.43 2.36  0.2291
35 H 0.59 -4.75 3.23  0.5202
36 H 1.05 -4.96 1.53  0.2900
37 C -1.18 -2.75 3.03  -1.4199
38 H -0.43 -1.98 3.28  0.0728
39 H -2.14 -2.26 2.80  0.2621
40 H -1.33 -3.36 3.93  0.6040
41 C -1.75 -4.79 1.74  -1.7285
42 H -1.52 -5.50 0.95  0.3072
43 H -1.78 -5.36 2.69  0.5328
44 H -2.76 -4.39 1.57  0.3788
45 C -1.67 3.91 2.39  -1.1922
46 H -2.44 4.48 2.95  0.5624
47 H -1.43 3.00 2.96  -0.0184
48 H -0.77 4.54 2.33  0.1743
49 C -3.42 2.59 1.18  -1.4549
50 H -3.90 2.34 0.22  0.2953
51 H -3.11 1.67 1.70  0.1637
52 H -4.19 3.07 1.82  0.5965
53 C -2.77 4.84 0.31  -1.4875
54 H -3.65 5.20 0.86  0.5101
55 H -2.03 5.65 0.32  0.4015
56 H -3.08 4.67 -0.72  0.2356
57 C 1.03 3.54 -1.87  -1.7365
58 H 0.28 3.97 -2.56  0.3869
59 H 1.98 4.06 -2.06  0.6910
60 H 1.16 2.48 -2.10  -0.2447
61 C 1.79 3.20 0.49  -1.7320
62 H 2.05 2.16 0.24  0.2035
63 H 2.69 3.82 0.32  0.6307
64 H 1.55 3.25 1.56  0.3233
65 C 0.44 5.24 -0.14  -1.8644
66 H -0.33 5.67 -0.79  0.4239
67 H 0.21 5.46 0.91  0.3483
68 H 1.39 5.76 -0.37  0.5211
69 Pb -0.28 0.12 0.91  1.9050
70 C -1.66 0.68 3.42  0.0000
71 O -2.17 0.50 4.43  -0.1850
72 N 0.97 -0.02 -1.23  0.4453
73 C 1.47 -0.29 -2.26  -1.0499
74 C 2.44 -0.30 -3.42  1.9094
75 C 2.03 -1.31 -4.48  -1.6095
76 C 2.45 1.10 -4.03  -1.6982
77 C 3.82 -0.65 -2.84  -1.5318
78 H 2.02 -2.33 -4.07  0.2560
79 H 1.03 -1.07 -4.86  0.3903
80 H 2.73 -1.30 -5.33  0.4962
81 H 2.80 1.85 -3.30  0.3493
82 H 3.10 1.15 -4.91  0.4857
83 H 1.43 1.38 -4.34  0.3826
84 H 4.58 -0.69 -3.63  0.4328
85 H 4.12 0.09 -2.09  0.3421
86 H 3.78 -1.64 -2.35  0.3746
87 C 3.21 0.98 5.39  -0.8512
88 N 2.91 0.36 4.11  0.1416
89 C 3.76 -0.46 3.36  -0.7238
90 C 3.08 -0.80 2.23  -1.0256
91 N 1.82 -0.21 2.27  0.7777
92 C 1.75 0.48 3.42  -0.4454
93 H 3.34 0.21 6.17  0.3487
94 H 4.13 1.57 5.32  0.3522
95 H 2.38 1.63 5.68  0.2955
96 H 4.75 -0.72 3.69  0.4917
97 H 3.39 -1.42 1.39  0.5334
98 H 0.90 1.05 3.79  0.2841

Total charge   +3
Relative energy (zero: lowest compared OMol25 entry of this formula, charge and spin)   0.000 eV
DFT total energy   -2460.52355 Ha
Strongest force on any atom   3.52 eV/A
Molar mass   794.994 g mol⁻¹



DFT (ωB97M-V/def2-TZVPD) results for one molecule with the formula C3H5IO.

Each line ends with the Mulliken charge.
Element x y z (Å)
1 C 0.05 1.24 -0.64  -0.4297
2 C -0.36 0.10 0.19  0.4854
3 C 0.39 -1.16 0.54  -1.0648
4 O 0.03 1.26 0.79  -0.3833
5 I -2.50 -0.27 -0.13  -0.0512
6 H 1.01 1.26 -1.17  0.2391
7 H -0.78 1.84 -1.20  0.2354
8 H 0.56 -1.52 1.57  0.2756
9 H 1.41 -0.85 0.17  0.2890
10 H 0.20 -1.90 -0.12  0.4045

SMILES   C[C@]1(I)CO1
Relative energy (zero: lowest compared OMol25 entry of this formula, charge and spin)   1.131 eV
DFT total energy   -490.17138 Ha
Strongest force on any atom   4.02 eV/A
Molar mass   183.976 g mol⁻¹



DFT (ωB97M-V/def2-TZVPD) results for one molecule with the formula C3H4INS.

Each line ends with the Löwdin spin population.
Element x y z (Å)
1 C -0.20 -1.01 0.12  0.0889
2 C 1.17 -0.80 0.32  0.3460
3 C -0.95 -0.05 -0.45  0.3625
4 N 0.57 1.50 -0.35  0.5420
5 S 1.74 0.79 0.50  0.4980
6 I -3.00 -0.01 0.10  0.1095
7 H -0.55 -1.89 0.43  0.0069
8 H 2.00 -1.46 0.53  0.0152
9 H -0.92 0.61 -1.34  0.0067
10 H 0.14 2.31 0.13  0.0242

Relative energy (zero: lowest compared OMol25 entry of this formula, charge and spin)   1.650 eV
<S²>   2.03
DFT total energy   -867.14006 Ha
Strongest force on any atom   5.92 eV/A
2S+1   3
Molar mass   213.043 g mol⁻¹



DFT (ωB97M-V/def2-TZVPD) results for one molecule with the formula C6H12O.

Each line ends with the Mulliken charge.
Element x y z (Å)
1 C -0.50 0.09 1.76  -1.3112
2 C -1.21 -0.42 0.55  0.4819
3 O -1.92 -1.54 0.61  -0.4882
4 C -1.23 0.36 -0.66  -0.5705
5 C 0.00 -0.31 -1.32  -0.5830
6 C 1.35 -0.37 -0.61  -0.4340
7 C 1.74 1.09 -0.73  -1.0629
8 H -1.10 0.91 2.20  0.2897
9 H 0.46 0.54 1.48  0.2991
10 H -0.35 -0.68 2.52  0.4419
11 H -1.67 -2.06 1.39  0.3229
12 H -2.11 0.17 -1.28  0.3478
13 H -1.08 1.43 -0.50  0.2858
14 H -0.29 -1.21 -1.87  0.4295
15 H 0.60 0.71 -1.86  0.3507
16 H 2.00 -0.96 -1.26  0.2914
17 H 1.37 -0.88 0.37  0.3688
18 H 2.80 1.35 -0.68  0.3049
19 H 1.14 1.77 -0.11  0.2354

Relative energy (zero: lowest compared OMol25 entry of this formula, charge and spin)   5.835 eV
DFT total energy   -310.84485 Ha
Strongest force on any atom   1.80 eV/A
Molar mass   100.161 g mol⁻¹